No. 1
89
Properties=species:S:1:pos:R:3:forces:R:3:mulliken_charge:R:1 method="wB97M-V/def2-TZVPD" homo_ev=-8.94 fmax_ev_per_a=7.99 gap_ev=7.3 smiles="CCCCO[C@H]1C(=O)OC[C@@]1(C[C@@H](C)Cl)P(O)O.COP(=O)(OC)OC.COP(=O)(OC)OC.COP(=O)(OC)OC" e_tot_ha=-3894.8987
C -5.0505 0.7475 2.5448 -0.1 -1.0 -0.3 -1.48
C -4.6313 -0.7325 2.3887 0.1 1.4 0.9 0.09
C -3.3094 -1.0270 3.0932 -0.3 -1.0 -0.2 -0.66
C -3.0946 -2.5430 3.1300 -0.1 0.4 -0.3 -0.77
O -3.1999 -3.0493 1.7887 -0.2 -0.1 1.2 -0.04
C -3.8709 -4.2615 1.6748 -0.2 0.9 -2.5 -0.68
C -5.3880 -4.2198 1.3164 -0.8 0.5 0.1 0.20
O -6.2229 -3.3880 1.5339 0.6 -0.5 0.2 -0.54
O -5.6785 -5.3532 0.6171 0.2 0.4 -0.2 -0.38
C -4.4317 -5.9864 0.2712 -0.6 0.1 0.4 -0.79
C -3.3667 -4.8723 0.3358 -0.9 -2.6 1.4 1.43
C -2.0486 -5.6680 0.4852 0.3 0.6 -1.4 -2.11
C -0.7688 -4.9093 0.1465 0.6 0.0 0.9 0.71
C -0.2633 -3.9845 1.2514 0.0 0.2 -0.3 -0.82
Cl 0.5161 -6.1867 -0.1099 -0.1 0.0 -0.1 -0.25
P -3.4233 -3.6735 -1.0921 1.1 1.6 -0.5 -0.05
O -5.0118 -3.6114 -1.4918 0.2 -0.9 0.3 -0.43
O -2.7436 -4.5630 -2.3237 -0.3 -0.3 0.9 -0.55
H -4.2869 1.4106 2.1452 0.0 0.2 0.2 0.34
H -5.2735 0.9356 3.5928 0.2 0.4 0.0 0.35
H -5.9700 0.8681 1.9739 -0.1 0.3 0.0 0.40
H -4.5993 -0.9454 1.3264 0.0 -0.5 0.0 0.08
H -5.3921 -1.3116 2.9083 -0.2 -0.3 -0.5 0.25
H -3.3579 -0.7235 4.1408 0.1 0.3 0.0 0.39
H -2.4712 -0.5356 2.6010 0.1 0.1 0.0 0.31
H -2.1228 -2.8005 3.5616 0.1 -0.1 -0.2 0.28
H -3.8579 -3.0323 3.7393 -0.1 0.2 0.1 0.47
H -3.8155 -4.9560 2.5192 0.6 0.0 0.1 0.61
H -4.4928 -6.5242 -0.6720 -0.3 0.2 -0.2 0.38
H -4.3064 -6.7115 1.0819 0.6 -0.2 -0.3 0.43
H -1.9557 -6.1411 1.4607 -0.1 0.2 0.2 0.60
H -2.1084 -6.5003 -0.2253 0.0 -0.1 0.0 0.53
H -0.8066 -4.3608 -0.7870 -0.1 -0.1 -0.2 0.30
H -0.5656 -4.3407 2.2337 0.2 -0.1 0.1 0.21
H -0.6348 -2.9687 1.1288 -0.3 0.0 -0.1 0.14
H 0.8170 -3.9128 1.1642 0.1 0.0 0.3 0.24
H -5.0821 -2.9376 -2.1738 -0.2 0.2 0.0 0.39
H -2.5407 -5.4571 -2.0267 0.0 -0.3 -0.4 0.39
C 4.7914 -1.2622 -2.8206 0.1 0.4 -0.1 -0.60
O 4.6796 -2.6583 -2.5597 0.2 -3.4 -0.1 -0.46
P 4.7948 -3.1571 -0.9832 -0.4 6.4 3.2 1.23
O 3.6675 -2.3562 -0.4064 0.0 -0.8 -0.4 -0.56
O 6.2427 -2.4588 -0.7288 0.1 -0.8 -0.4 -0.33
C 7.3431 -2.6987 -1.6134 0.1 0.2 0.1 -0.80
O 5.0454 -4.1981 0.2751 0.2 -1.3 -2.5 -0.38
C 3.8873 -4.6959 0.9511 -0.3 -0.4 0.2 -0.44
H 3.8980 -0.9542 -3.3611 0.0 -0.1 0.0 0.26
H 4.8797 -0.6737 -1.9110 -0.1 -0.1 0.1 0.23
H 5.6664 -1.0900 -3.4502 0.0 -0.1 0.0 0.27
H 7.7150 -1.7364 -1.9641 0.0 0.0 0.0 0.24
H 7.0535 -3.2940 -2.4788 0.0 0.0 0.0 0.38
H 8.1371 -3.2093 -1.0704 0.0 0.0 0.0 0.29
H 3.0795 -4.9071 0.2553 -0.1 0.1 0.1 0.13
H 3.5641 -3.9666 1.6911 0.0 0.1 -0.2 0.24
H 4.1654 -5.6174 1.4611 0.1 0.0 -0.1 0.31
C 4.3919 3.8774 2.4735 0.1 -0.2 0.4 -0.73
O 4.0899 3.6684 1.0985 0.5 -0.6 -3.4 -0.47
P 2.6603 2.8835 0.7268 -3.0 0.6 7.4 1.24
O 1.7724 3.8854 1.4174 0.1 0.2 -1.1 -0.68
O 3.0241 1.5968 1.6537 0.4 -0.3 -1.0 -0.34
C 4.2357 0.8562 1.4478 0.0 -0.2 0.2 -0.70
O 1.4280 1.9988 0.0393 2.0 0.2 -2.1 -0.21
C 0.3047 2.7046 -0.4890 -0.2 0.0 -0.3 -0.66
H 4.5515 4.9450 2.6180 0.0 0.0 -0.1 0.25
H 3.5948 3.5428 3.1315 -0.1 0.0 -0.1 0.36
H 5.3123 3.3434 2.7188 0.0 0.0 0.0 0.27
H 4.7766 0.8200 2.3935 0.0 0.0 0.0 0.25
H 4.8774 1.3204 0.6987 0.0 0.0 0.0 0.37
H 3.9917 -0.1603 1.1380 -0.1 0.0 -0.1 0.22
H 0.6018 3.6264 -0.9855 -0.1 0.1 0.1 0.32
H -0.3875 2.9271 0.3203 0.1 0.1 0.1 0.27
H -0.1850 2.0523 -1.2115 0.1 -0.1 0.0 0.24
C -1.7358 9.4098 -4.2302 -0.1 0.0 -0.4 -0.68
O -1.5625 9.1430 -2.8405 -0.2 -0.5 3.1 -0.43
P -0.3735 8.0846 -2.4120 2.8 -1.4 -5.3 1.11
O 0.8453 8.7208 -2.9802 -0.5 0.1 0.8 -0.65
O -0.9253 6.8586 -3.3338 -0.4 0.2 0.5 -0.36
C -2.3056 6.4846 -3.3163 0.1 -0.1 -0.2 -0.72
O 0.2423 7.0122 -1.3318 -2.0 1.6 1.0 -0.21
C 1.3702 7.4203 -0.5440 0.2 0.0 0.5 -0.66
H -1.6544 10.4856 -4.3740 0.0 0.0 0.1 0.25
H -0.9934 8.9097 -4.8466 0.1 0.0 0.1 0.36
H -2.7341 9.0847 -4.5287 0.0 0.0 0.1 0.26
H -2.6790 6.5057 -4.3401 0.0 0.0 0.0 0.25
H -2.9089 7.1631 -2.7140 0.0 0.0 0.0 0.38
H -2.3996 5.4719 -2.9257 0.0 0.0 0.0 0.24
H 1.2879 8.4597 -0.2355 0.1 0.0 -0.1 0.37
H 2.2821 7.2717 -1.1177 -0.1 0.1 -0.2 0.26
H 1.4035 6.7872 0.3421 -0.2 -0.1 -0.1 0.23

No. 2
87
Properties=species:S:1:pos:R:3:forces:R:3:mulliken_charge:R:1 method="wB97M-V/def2-TZVPD" homo_ev=-9.15 e_above_lowest_kj_mol=0.0 fmax_ev_per_a=3.11 gap_ev=9.0 e_tot_ha=-3624.0272
Cs -0.1810 -2.2441 1.5489 0.3 -0.2 0.5 1.36
Cs 0.1075 -1.3084 -3.2658 -0.1 -0.2 -0.1 1.22
B -0.7418 -3.8452 -1.2649 -0.5 -1.1 -0.2 0.53
H 0.3225 -3.5291 -1.3983 2.8 0.7 -0.1 -0.50
H -0.8677 -4.7244 -0.5441 0.1 -1.5 1.4 -0.11
H -1.3299 -3.0093 -0.8133 -1.7 2.4 0.7 -0.68
H -1.1614 -4.2107 -2.2638 -0.9 -0.3 -1.9 -0.19
B 0.5038 0.0195 -0.4940 0.2 1.1 0.1 0.99
H 0.4089 0.3468 0.5881 -0.1 0.8 2.0 -0.62
H 1.0136 0.7963 -1.1557 1.2 1.4 -1.1 -0.23
H 0.9764 -0.9802 -0.5679 1.7 -2.6 -0.2 -0.55
H -0.4991 -0.1113 -0.9645 -3.0 -0.3 -0.8 -0.83
C -2.7953 2.5146 3.0721 0.8 0.6 -0.2 -0.17
C -3.5695 2.1349 4.3553 -0.5 -0.1 -0.4 -0.79
C -3.0477 0.8188 4.9234 1.3 0.5 -0.3 -0.53
S -1.2273 0.8736 4.5577 -1.1 0.5 -0.8 0.98
O -0.7082 -0.4374 4.2485 0.1 0.0 0.4 -0.59
O -0.5711 1.7397 5.5018 0.0 -0.1 0.2 -0.65
C -1.4743 1.7638 2.9909 0.7 -1.5 -0.2 -0.19
H -2.5410 3.5756 3.0529 -0.4 0.1 0.1 0.35
H -3.3720 2.3131 2.1701 -0.1 -0.1 0.1 -0.16
H -4.6189 2.0007 4.0862 0.0 0.0 0.1 0.40
H -3.5505 2.9489 5.0766 0.3 -0.1 0.1 0.33
H -3.3858 -0.0442 4.3564 -0.2 -0.1 0.2 0.10
H -3.1946 0.7581 5.9972 0.0 -0.3 0.0 0.49
H -1.4628 0.9534 2.2555 -0.5 0.0 0.1 -0.17
H -0.5409 2.2651 2.7311 -0.2 0.6 0.5 0.60
C -3.8005 -0.9286 -0.8323 0.8 0.8 1.5 -0.10
C -4.4579 -2.3028 -0.7952 0.1 0.1 -0.6 -0.96
C -4.3794 -2.8407 0.6276 -0.4 1.1 0.9 -0.89
S -4.2898 -1.3394 1.7210 0.7 -0.1 -1.7 1.08
O -2.9347 -1.2522 2.2359 -0.4 0.1 0.3 -0.59
O -5.4287 -1.2394 2.5893 0.1 0.0 0.4 -0.74
C -4.4484 -0.1754 0.3542 -1.5 -0.6 -0.9 -0.61
H -3.9039 -0.3946 -1.7739 -0.1 -0.1 0.0 0.61
H -2.7397 -0.9733 -0.5606 0.1 -0.3 -0.6 -0.06
H -3.9662 -2.9733 -1.4995 0.0 -0.1 0.1 0.34
H -5.4921 -2.1626 -1.1189 -0.1 -0.2 0.1 0.47
H -3.4820 -3.4234 0.8158 0.0 -0.1 0.0 0.34
H -5.2931 -3.2882 1.0127 0.1 -0.5 -0.3 0.48
H -4.2557 0.8735 0.5610 0.7 -0.2 0.2 0.18
H -5.5247 -0.2183 0.1370 -0.1 0.2 0.3 0.40
C -3.5246 4.0094 -2.5071 0.3 -0.1 1.1 -0.63
C -2.4941 3.9196 -1.3437 1.4 0.5 -1.0 -0.72
C -1.6428 2.6807 -1.6187 -0.2 -0.7 0.1 0.14
S -1.2864 2.7701 -3.3797 -1.1 -0.2 1.3 1.02
O -1.1397 1.4210 -3.8737 0.2 -0.1 -0.5 -0.62
O -0.2816 3.7659 -3.6253 0.0 0.0 -0.2 -0.65
C -2.9231 3.4492 -3.7905 0.2 0.0 -0.6 -0.67
H -3.7901 5.0566 -2.6245 -0.4 -0.1 0.0 0.35
H -4.3648 3.3983 -2.1763 -0.3 0.2 -0.4 0.27
H -2.9241 3.9835 -0.3493 -0.2 -0.2 0.0 0.33
H -1.8305 4.7807 -1.4739 0.0 0.0 0.3 0.40
H -2.2060 1.7568 -1.4442 -0.2 0.0 -0.4 -0.34
H -0.7038 2.4401 -1.1141 0.1 0.8 0.2 0.21
H -3.5672 2.6868 -4.2238 0.3 -0.2 0.0 0.32
H -2.7365 4.1844 -4.5730 0.0 0.2 0.2 0.40
C 4.4267 -2.3430 -1.5013 0.1 -0.3 0.1 -0.20
C 3.6149 -3.0561 -2.6046 0.3 0.4 0.8 -0.55
C 3.7634 -2.1075 -3.7953 0.3 0.2 0.2 -0.63
S 5.5067 -1.5046 -3.7651 -0.6 -1.2 1.0 1.06
O 5.4375 -0.0707 -3.6588 0.4 0.2 -0.5 -0.63
O 6.2847 -2.2216 -4.7496 0.0 0.7 0.2 -0.67
C 5.8403 -2.1701 -2.0950 -1.0 -0.5 -0.5 -0.77
H 4.4978 -2.9372 -0.5897 -0.1 0.0 0.0 0.51
H 3.8622 -1.4411 -1.2499 0.5 0.3 0.1 -0.03
H 2.5963 -3.1770 -2.2270 -0.1 0.0 -0.4 -0.12
H 4.0326 -4.0533 -2.7487 -0.1 0.0 -0.4 0.39
H 3.2650 -1.1596 -3.5817 -0.3 -0.1 -0.1 0.24
H 3.4894 -2.4860 -4.7765 0.2 0.0 0.0 0.40
H 6.5915 -1.6392 -1.5209 -0.1 0.4 -0.2 0.45
H 6.1590 -3.1996 -2.2688 0.4 0.1 -0.1 0.38
C 5.7362 -0.0572 1.4400 -0.7 -0.5 -1.3 -0.06
C 4.9262 1.1147 0.8206 0.2 -0.1 -0.1 -0.84
C 3.4564 0.9708 1.2179 0.1 -0.1 1.8 0.32
S 3.4482 -0.2149 2.6473 -1.7 0.9 -0.8 1.05
O 2.9897 -1.4883 2.1126 0.2 0.0 0.3 -0.60
O 2.7358 0.3659 3.7732 0.8 -0.5 -0.5 -0.67
C 5.1996 -0.2981 2.8461 1.2 0.6 0.6 -0.91
H 6.8021 0.0986 1.2896 0.1 0.1 0.7 0.43
H 5.5018 -0.9228 0.8110 0.0 -0.2 0.2 -0.20
H 5.0348 1.1497 -0.2636 0.1 -0.2 0.0 0.40
H 5.3511 2.0484 1.1915 -0.3 0.1 0.1 0.34
H 2.6986 0.5682 0.5504 0.4 0.0 -0.4 -0.51
H 3.0654 1.8866 1.6598 -0.1 0.0 -0.1 0.46
H 5.4922 -1.2016 3.3785 -0.2 -0.3 -0.5 0.48
H 5.5138 0.5034 3.5212 -0.3 0.2 -0.1 0.35

No. 3
86
Properties=species:S:1:pos:R:3:forces:R:3:mulliken_charge:R:1 method="wB97M-V/def2-TZVPD" homo_ev=-2.03 total_charge=-2 fmax_ev_per_a=16.59 gap_ev=4.5 e_tot_ha=-3881.2497
O 1.2241 2.9296 0.3015 0.1 3.4 1.3 -0.10
V 2.0463 4.1071 1.0602 0.0 -1.1 0.8 1.21
O 1.8439 5.4766 0.2825 3.1 -0.2 4.7 -0.73
O -0.4186 2.0078 -0.0471 -6.8 7.2 -1.2 -0.77
V 0.5884 0.8778 0.3326 -6.8 -7.8 6.3 0.81
O -0.0371 -0.5689 0.3160 -3.8 1.0 -3.5 1.63
C 2.0830 1.1082 -0.9200 9.3 4.3 -7.1 0.92
O 2.9744 1.6743 -1.5643 2.1 -1.0 -0.5 -0.83
O 0.9471 1.0560 -1.3344 -2.2 -6.2 -6.2 -1.38
O 2.2359 0.8712 0.2712 8.7 -0.6 2.9 -0.63
C 1.0274 0.9085 2.3722 2.2 3.1 3.8 1.24
O 0.0220 1.5175 1.9689 -3.6 1.4 2.8 -0.79
O 1.3322 -0.1301 1.7998 0.3 7.7 3.8 0.22
O 1.8462 1.4938 3.0897 2.1 2.0 2.1 -0.95
C -1.1493 -3.9941 -0.5499 0.3 0.5 0.7 -1.95
C -0.8334 -2.9479 0.5276 -0.5 -1.1 2.7 2.08
C -1.9496 -1.9999 0.9751 -0.9 -1.5 -1.2 -1.11
O -0.4265 -3.5713 1.7567 -3.5 -6.6 -1.7 -0.81
H -0.3270 -4.7076 -0.6039 0.4 0.2 -0.1 0.41
H -1.2097 -3.4123 -1.4696 -0.4 -0.6 -0.3 0.40
H -2.0138 -4.6281 -0.3528 -0.4 0.4 0.0 0.35
H 0.0110 -2.3364 0.2097 -1.9 -1.7 -0.3 -1.44
H -1.6524 -1.0058 1.3093 0.3 -1.5 0.4 0.18
H -2.6111 -2.4095 1.7385 0.1 -0.7 0.1 0.11
H -2.5446 -1.8953 0.0679 -0.3 0.3 0.5 0.36
H -0.0211 -2.8493 2.2424 -0.6 -0.1 0.1 0.61
C -1.1980 3.3922 -2.0827 0.0 3.3 -0.2 -0.68
C 0.1705 3.9994 -2.2388 0.7 -1.9 -0.6 0.26
C 0.5136 5.1477 -1.3321 -2.7 0.3 -2.7 -1.44
O 1.0523 2.8990 -2.0314 -0.8 5.5 -3.2 -0.52
H -1.2845 2.9127 -1.1077 0.0 1.8 -0.3 0.68
H -1.3665 2.5310 -2.7292 2.9 5.5 -2.0 -0.79
H -1.9796 4.1022 -2.3532 -0.5 0.2 0.4 0.37
H 0.2773 4.2340 -3.2979 0.3 0.6 -0.2 0.44
H -0.1374 5.9304 -1.7216 -0.1 0.7 0.2 0.42
H 1.5459 5.4957 -1.3700 -0.9 -0.4 -1.3 0.31
H 0.1613 4.9336 -0.3231 -0.4 0.0 -0.8 0.24
H 0.8886 2.6953 -1.1076 -0.2 0.9 -1.5 0.17
C -4.1048 2.3898 -0.1654 0.6 0.4 0.5 -2.46
C -3.0986 1.3622 -0.7136 -2.8 1.1 3.1 2.64
C -2.6614 0.4331 0.4064 0.0 1.3 -0.4 1.00
O -3.8492 0.6147 -1.5969 -5.9 5.6 1.2 -0.87
H -3.6206 3.0397 0.5635 0.1 0.1 0.2 0.33
H -4.9105 1.8702 0.3533 -0.1 -0.1 -0.1 0.46
H -4.5335 3.0431 -0.9254 0.0 -0.1 -0.3 0.40
H -2.2315 1.9091 -1.0838 -1.4 -0.8 0.6 -1.81
H -2.2116 0.9823 1.2335 -0.2 0.0 0.2 0.05
H -1.8543 -0.1798 0.0052 -1.4 0.9 1.1 -2.54
H -3.4709 -0.2320 0.7073 -0.2 0.5 0.1 0.82
H -3.2895 -0.1340 -1.8156 -2.5 0.9 0.9 0.93
C -0.5344 -1.1134 -2.7172 1.1 -0.4 0.2 -1.16
C -1.5722 -0.2255 -2.1095 2.5 1.0 -2.7 0.60
C -2.0035 0.9776 -2.9638 1.2 -2.8 -1.5 -1.15
O -2.6839 -1.0124 -1.8483 3.1 -8.4 -0.4 -0.71
H 0.4099 -0.6208 -2.9487 -0.2 0.3 0.2 0.08
H -0.8233 -1.6308 -3.6320 -0.5 0.0 -0.2 0.52
H -0.3149 -1.8740 -1.9678 0.2 0.0 -0.2 -0.26
H -1.2145 0.1450 -1.1488 0.1 -0.6 -1.3 -0.39
H -1.6982 1.8412 -2.3729 -1.9 -5.2 -0.2 0.69
H -3.0923 1.0160 -2.9972 0.6 0.4 -1.2 0.59
H -1.4612 0.9101 -3.9069 0.0 0.4 -0.3 0.43
H -3.1081 -1.3323 -2.6479 0.5 -0.6 -0.6 0.51
C 1.9375 -1.7451 -0.5988 2.6 -1.1 0.6 -0.83
C 3.0837 -2.0274 0.4273 1.1 -0.2 0.2 0.11
C 4.5484 -2.0172 -0.1241 -1.0 1.3 -0.9 -1.86
O 2.9657 -1.1451 1.5486 11.6 0.9 -10.1 -0.68
H 1.9320 -2.5330 -1.3519 0.0 0.1 -0.3 0.95
H 2.1048 -0.7495 -1.0099 0.0 -1.5 -0.5 0.27
H 1.0113 -1.7472 -0.0241 2.2 -0.1 -1.4 1.10
H 3.0632 -3.0586 0.7798 -1.0 -0.5 0.3 -0.01
H 5.3424 -2.2639 0.5808 -0.3 0.0 0.3 0.39
H 4.7084 -1.0277 -0.5525 0.4 0.4 0.3 0.34
H 4.6514 -2.6494 -1.0060 -0.2 -0.5 0.1 0.39
H 2.2348 -1.3938 2.1191 -6.8 5.6 -10.0 0.49
C 1.3007 -1.1587 4.2099 -0.1 0.5 0.6 -1.77
C 1.6510 -2.0146 3.0097 -3.8 -4.0 6.8 2.07
C 1.9672 -3.4850 3.5433 -1.0 0.4 -1.5 -1.80
O 0.7432 -1.9444 1.9340 2.0 -5.1 4.4 -0.60
H 0.2946 -1.2727 4.6136 -0.2 -0.6 0.0 0.26
H 1.3898 -0.0885 4.0233 0.3 -0.6 0.4 0.38
H 2.0245 -1.3795 4.9944 0.0 -0.1 0.3 0.41
H 2.5791 -1.6545 2.5656 7.3 -7.2 13.0 -0.46
H 1.1634 -3.8348 4.1912 0.0 0.0 0.2 0.46
H 2.9283 -3.6138 4.0411 0.0 0.6 0.1 0.31
H 1.9556 -4.1734 2.6983 0.0 0.0 -0.1 0.35
H 0.7206 -1.0464 1.5954 -1.5 0.4 -0.2 0.55